Below is 2 unconnected molecules or ions with the total composition C4H4N2S, with properties calculated with the ωB97M-V functional and the def2-TZVPD basis.

energy relative to the best compared isomer or geometry (same formula, charge and spin) = 76.9 kcal per mole
orbital gap = 7.6047 eV
LUMO level = -2.5 eV
total charge = 0
molecular weight = 112.16 g/mol

Geometry (Å):
C  0.645818  -0.607446  -1.558548
C  0.589016  1.381321  -0.255172
C  -1.334202  -0.207709  0.130811
C  0.054173  0.028585  -0.453998
N  1.088367  -1.283041  -2.386372
N  1.056275  2.441701  -0.094618
S  1.337774  -0.948656  1.389126
H  -1.270770  0.560722  1.027806
H  -1.340597  -1.299842  0.367541
H  -2.125808  0.069620  -0.592717
H  1.299957  -0.135250  2.426138

Atoms 1-2, force components in eV/Å:
0.23 -1.83 -1.09
0.79 1.70 0.00